{"formula": "C4H6N2O3", "method": "ωB97M-V/def2-TZVPD", "elements": ["C", "C", "C", "C", "H", "H", "H", "H", "H", "H", "N", "N", "O", "O", "O"], "coordinates": [[0.905744, -0.857120, -0.963011], [1.461163, -1.521779, 0.247175], [1.146779, -0.976691, 1.449188], [-0.255377, 0.772457, 0.514803], [-2.430014, 2.238825, -1.317372], [-2.506295, 0.698154, -1.778162], [-0.238849, 0.801980, -1.513156], [2.035479, -2.467257, 0.165469], [1.413477, -1.516854, 2.375992], [0.076646, 0.393393, 2.477636], [0.122333, 0.317659, -0.720592], [0.414693, 0.188971, 1.567189], [-2.200992, 1.361211, -1.069520], [1.092945, -1.123575, -2.139043], [-1.037735, 1.690626, 0.703404]], "forces_ev_per_a": [[0.253, 1.182, -0.799], [-0.513, 0.073, -0.059], [0.137, -0.848, -0.572], [-0.690, 2.096, 0.096], [-0.541, 0.995, -0.567], [0.199, 1.976, 1.194], [-0.306, 0.129, -0.353], [-0.560, 0.958, -0.058], [-0.065, 0.759, -0.499], [-0.363, 0.537, 0.483], [1.241, -1.744, 1.243], [0.666, -1.729, 0.181], [-1.506, -3.350, -2.920], [0.089, -0.585, 0.928], [1.959, -0.450, 1.703]], "charge": 0, "smiles": "O=c1cc[nH]c(=O)[nH]1.O", "spin_multiplicity": 1, "de_lowest_ev": 1.017, "lumo_ev": 0.62, "e_tot_ev": -13367.96191, "homo_energy_ev": -9.3}

{"formula": "C2H6", "method": "ωB97M-V/def2-TZVPD", "elements": ["C", "C", "H", "H", "H", "H", "H", "H"], "coordinates": [[-1.128522, -0.069666, 0.047521], [1.125285, 0.067521, -0.056723], [-1.268076, -0.925209, 0.789809], [-1.057433, 0.963610, 0.506613], [-1.506382, -0.148021, -0.972408], [1.118297, 1.110285, -0.336920], [1.628811, -0.617980, -0.869068], [1.110786, -0.344809, 0.952116]], "forces_ev_per_a": [[3.888, 0.439, 1.110], [-2.939, -2.425, -1.830], [-0.007, 1.356, -1.353], [-0.791, -1.473, -0.612], [-0.041, -0.044, 0.493], [0.406, 0.069, 0.619], [-1.269, 1.336, 1.777], [0.754, 0.742, -0.204]], "charge": 0, "spin_multiplicity": 1, "de_lowest_ev": 3.130, "lumo_ev": 1.01, "e_tot_ev": -2168.11943, "homo_energy_ev": -8.8}

{"formula": "C2H3NS", "method": "ωB97M-V/def2-TZVPD", "elements": ["C", "C", "N", "S", "H", "H", "H"], "coordinates": [[0.857072, 0.090117, 0.872638], [-0.024588, 0.908867, 0.965143], [-0.394656, -0.871950, -0.950235], [-1.304738, 0.305757, -1.330690], [1.775291, -0.454478, 0.835728], [-0.732515, 1.484357, 1.398414], [-0.175867, -1.462670, -1.790998]], "forces_ev_per_a": [[0.316, 1.255, 0.640], [2.602, -1.759, 0.773], [0.243, -1.421, -1.698], [-0.525, -0.020, -0.669], [-0.337, -0.183, -0.206], [-1.854, 1.677, 0.586], [-0.445, 0.451, 0.575]], "charge": 0, "smiles": "C#C.N=S", "spin_multiplicity": 1, "de_lowest_ev": 4.681, "lumo_ev": [-1.28, -1.28], "e_tot_ev": -14442.78808, "homo_energy_ev": [-8.6, -8.6]}